Computed, not measured: the molecule C6H6N2O2 at a distorted geometry, with ωB97M-V/def2-TZVPD.

Each atom is followed by the atoms it is bonded to, with distances in Å.
Geometry (Å):
1 O 0.2671 0.3145 -0.7513  N6 1.373, C13 1.323
2 C -1.3551 0.3008 -2.9767  H7 1.065, H9 1.061, H12 1.061, O14 1.412
3 C -1.6263 1.6779 2.3932  C8 1.343, N11 1.150
4 H 2.1929 -0.4258 2.4069  C5 1.062
5 C 1.5377 0.3702 2.6614  H4 1.062, H10 1.123, C15 1.542, H16 1.056
6 N 1.0997 0.1452 0.3277  O1 1.373, C15 1.292
7 H -1.1739 1.1143 -3.6401  C2 1.065
8 C -0.5775 1.1363 1.7521  C3 1.343, C15 1.354
9 H -2.1900 -0.2786 -3.2832  C2 1.061
10 H 0.9983 0.2061 3.6325  C5 1.123
11 N -2.4883 2.1922 2.9549  C3 1.150
12 H -0.4645 -0.2396 -2.7743  C2 1.061
13 C -0.9795 0.7532 -0.6981  O1 1.323, O14 1.269
14 O -1.6838 0.9035 -1.7430  C2 1.412, C13 1.269
15 C 0.6316 0.6131 1.4377  C5 1.542, N6 1.292, C8 1.354
16 H 2.1262 1.2277 2.8430  C5 1.056

Output
Charge ... 0

***

Computed, not measured: the ion C16H27N2O2 with charge +1 at a distorted geometry, with ωB97M-V/def2-TZVPD.

Each atom is followed by the atoms it is bonded to, with distances in Å.
Geometry (Å):
1 C 1.0716 3.1894 -3.8077  H3 1.131, N17 1.465, H34 1.098, H47 1.091
2 O -0.4918 1.4485 0.5918  C37 1.203
3 H 0.8398 3.7954 -4.7346  C1 1.131
4 C 1.8745 0.4567 -0.8619  C19 1.525, H22 1.096, N38 1.472, H44 1.085
5 H -1.3993 3.5759 -4.2756  C43 1.077
6 H -1.6009 -1.0686 1.1125  C27 1.092
7 H -0.9280 -3.4313 1.6910  C30 1.090
8 C 0.3629 -1.7093 1.8565  H16 1.084, C23 1.509, C27 1.534, C30 1.545
9 H -0.3393 1.9178 -5.6925  C33 1.085
10 H 1.3532 -3.7086 3.7106  C40 1.102
11 H -1.1456 -0.3384 5.8929  C15 1.099
12 C -1.3766 -1.2579 3.9884  C14 1.398, C15 1.508, C29 1.468
13 H -0.4894 0.5924 3.4563  C29 1.109
14 C -1.0007 -2.5737 3.7023  C12 1.398, C30 1.502, H36 1.098
15 C -1.9069 -0.9262 5.3602  H11 1.099, C12 1.508, H21 1.081, H41 1.124
16 H 1.0942 -1.3766 2.5844  C8 1.084
17 N 0.0180 2.1882 -3.6247  C1 1.465, C25 1.485, C33 1.495, C43 1.469
18 H -0.6716 0.8972 -2.0781  C25 1.089
19 C 1.4158 0.5562 -2.3130  C4 1.525, C25 1.500, H28 1.117, H39 1.121
20 H -2.0723 2.2409 -3.3740  C43 1.079
21 H -2.2086 -1.8108 5.9043  C15 1.081
22 H 2.8516 -0.0402 -0.8580  C4 1.096
23 C 1.1649 -1.4437 0.6067  C8 1.509, O24 1.252, N38 1.355
24 O 1.9405 -2.2420 0.0343  C23 1.252
25 C 0.2202 1.4614 -2.3461  N17 1.485, H18 1.089, C19 1.500, H46 1.097
26 H 1.3898 -4.3559 2.0730  C40 1.079
27 C -0.7560 -0.6753 1.6816  H6 1.092, C8 1.534, C29 1.514, C37 1.512
28 H 1.1854 -0.4427 -2.7563  C19 1.117
29 C -1.1915 -0.1561 3.0356  C12 1.468, H13 1.109, C27 1.514, H35 1.078
30 C -0.2833 -2.9824 2.4471  H7 1.090, C8 1.545, C14 1.502, C40 1.535
31 H -1.1885 3.5027 -2.5297  C43 1.075
32 H 0.9483 0.8906 -5.1176  C33 1.119
33 C -0.0480 1.3168 -4.8377  H9 1.085, N17 1.495, H32 1.119, H45 1.088
34 H 2.0654 2.7512 -3.9673  C1 1.098
35 H -2.1228 0.3806 2.9509  C29 1.078
36 H -1.2394 -3.3167 4.4744  C14 1.098
37 C -0.1277 0.3098 0.7211  O2 1.203, C27 1.512, N38 1.387
38 N 0.9240 -0.2504 0.0115  C4 1.472, C23 1.355, C37 1.387
39 H 2.2913 1.0049 -2.8504  C19 1.121
40 C 0.7283 -4.0556 2.8714  H10 1.102, H26 1.079, C30 1.535, H42 1.109
41 H -2.8184 -0.2773 5.2553  C15 1.124
42 H 0.1714 -4.9641 3.1778  C40 1.109
43 C -1.2393 2.9238 -3.4339  H5 1.077, N17 1.469, H20 1.079, H31 1.075
44 H 2.0899 1.4499 -0.4833  C4 1.085
45 H -0.7423 0.4831 -4.7556  C33 1.088
46 H 0.3004 2.1836 -1.5245  C25 1.097
47 H 1.0866 3.8867 -2.9691  C1 1.091

Output
Charge ... +1
SMILES ... CC1=C[C@H](C)[C@H]2C(=O)N(CCC[N+](C)(C)C)C(=O)[C@@H]2C1

***

Computed, not measured: the ion CFN2OS with charge -1 at a distorted geometry, with ωB97M-V/def2-TZVPD.

Each atom is followed by the atoms it is bonded to, with distances in Å.
Geometry (Å):
1 N 0.6888 0.0306 1.0676  C2 1.271, O6 1.448
2 C 0.1255 -1.1089 1.0963  N1 1.271, N4 1.168
3 F -0.0743 0.9502 -2.5495  S5 1.796
4 N -0.1926 -2.2256 1.2243  C2 1.168
5 S -0.8673 1.2805 -0.9720  F3 1.796, O6 1.635
6 O 0.3200 1.0733 0.1334  N1 1.448, S5 1.635

Output
Charge ... -1
SMILES ... N#C[N-]OSF

***

What did we get for energy relative to the best compared isomer or geometry (same formula, charge and spin)? Answer: 184.03, 26.10, 13.50 kcal per mole, in the order shown.
What did we get for Kohn-Sham gap? Answer: 6.95, 8.41, 7.09 eV, in the order shown.